Molecular formula: C49H125F3N8O20
Method: DFT, the ωB97M-V functional and the def2-TZVPD basis

Geometry as XYZ:
```
205
C49H125F3N8O20 the ωB97M-V functional and the def2-TZVPD basis
N -0.864 -0.324 -0.897
O -2.005 0.082 -0.635
O -0.704 -1.471 -1.455
O 0.078 0.396 -0.629
C -1.094 5.423 -7.443
O -0.908 3.977 -7.686
O 0.082 6.055 -7.920
C -2.561 5.799 -8.008
F -2.944 5.102 -9.108
F -3.489 5.621 -7.110
F -2.584 7.109 -8.413
C -1.527 2.984 -6.907
C -0.998 1.673 -7.360
H -1.270 1.662 -8.415
H 0.084 1.797 -7.313
H -1.361 0.772 -6.867
H -2.591 3.018 -7.141
H -1.417 3.095 -5.829
H -1.144 5.634 -6.375
C -6.803 -1.262 7.747
C -5.587 -1.806 6.881
C -5.122 -0.618 6.045
O -4.521 -2.410 7.569
H -7.487 -0.579 7.244
H -6.450 -0.840 8.688
H -7.490 -2.040 8.080
H -6.085 -2.363 6.088
H -4.467 -0.871 5.212
H -4.606 0.090 6.694
H -5.975 -0.107 5.599
C 7.337 -2.040 -0.567
O 7.774 -1.785 -1.895
C 7.009 -2.273 -2.921
C 7.548 -2.062 -4.283
N 8.774 -2.947 -4.574
H 9.328 -2.945 -3.730
H 8.549 -3.931 -4.601
C 9.655 -2.631 -5.829
C 11.158 -3.171 -5.488
O 11.655 -2.552 -4.300
C 12.779 -3.161 -3.683
H 7.507 -3.102 -0.386
H 6.296 -1.742 -0.443
H 7.908 -1.497 0.187
H 6.098 -1.680 -2.841
H 6.717 -3.322 -2.890
H 7.856 -1.036 -4.482
H 6.815 -2.436 -4.999
H 9.637 -1.545 -5.920
H 9.104 -3.100 -6.644
H 11.903 -3.139 -6.283
H 10.943 -4.225 -5.315
H 12.629 -4.222 -3.484
H 13.143 -2.651 -2.791
H 13.622 -3.133 -4.373
C -5.901 15.585 4.569
O -5.086 14.460 4.055
C -5.634 13.911 2.849
C -5.026 12.494 2.632
N -4.994 11.757 3.974
H -4.446 12.262 4.656
H -5.919 11.693 4.374
C -4.354 10.326 3.866
C -5.054 9.290 3.013
O -4.507 9.386 1.665
C -5.064 8.431 0.773
H -5.180 16.168 5.143
H -6.658 15.205 5.254
H -6.335 16.106 3.715
H -5.504 14.639 2.048
H -6.700 13.743 3.001
H -3.981 12.550 2.329
H -5.550 11.758 2.023
H -4.380 10.036 4.917
H -3.320 10.269 3.525
H -6.093 9.548 2.806
H -5.007 8.243 3.311
H -4.648 8.444 -0.235
H -6.147 8.548 0.749
H -4.893 7.429 1.168
C 1.968 -9.748 8.056
O 1.288 -8.730 7.344
C 0.783 -9.037 6.035
C -0.024 -7.916 5.362
N 0.631 -6.566 5.577
H -0.095 -6.026 6.026
H 1.332 -6.763 6.276
C 1.259 -5.747 4.460
C 1.754 -6.572 3.227
O 2.738 -7.509 3.495
C 3.230 -8.294 2.411
H 1.266 -10.210 8.750
H 2.787 -9.459 8.715
H 2.250 -10.599 7.438
H 0.222 -9.971 6.014
H 1.622 -9.277 5.382
H -0.990 -7.724 5.831
H -0.261 -8.119 4.318
H 2.208 -5.344 4.814
H 0.519 -5.080 4.016
H 2.122 -5.829 2.519
H 0.930 -7.045 2.692
H 2.479 -8.900 1.904
H 4.058 -8.945 2.693
H 3.624 -7.713 1.577
C -7.646 -2.084 -3.814
O -6.841 -3.217 -3.643
C -7.502 -4.376 -3.896
C -6.515 -5.530 -3.456
N -5.897 -5.420 -2.045
H -5.386 -6.262 -1.823
H -5.205 -4.689 -2.132
C -6.812 -5.105 -0.805
C -7.791 -6.314 -0.541
O -8.664 -6.494 -1.604
C -9.650 -7.431 -1.342
H -8.373 -2.044 -3.003
H -8.065 -1.995 -4.817
H -6.943 -1.253 -3.742
H -7.582 -4.561 -4.967
H -8.474 -4.549 -3.435
H -5.629 -5.687 -4.073
H -6.988 -6.512 -3.476
H -7.326 -4.224 -1.188
H -6.101 -4.832 -0.025
H -8.275 -6.307 0.436
H -7.190 -7.211 -0.689
H -10.075 -7.437 -0.338
H -9.315 -8.457 -1.491
H -10.372 -7.445 -2.159
C -1.724 3.717 14.671
O -1.581 2.921 13.472
C -1.456 1.518 13.550
C -1.966 1.012 12.175
N -0.895 1.045 11.083
H -0.159 0.358 11.161
H -1.221 0.680 10.199
C -0.190 2.409 10.856
C 0.589 2.291 9.607
O -0.378 2.389 8.624
C 0.048 2.321 7.275
H -0.850 3.547 15.299
H -2.607 3.509 15.275
H -1.780 4.755 14.342
H -2.015 1.136 14.405
H -0.391 1.309 13.649
H -2.869 1.601 12.016
H -2.340 -0.004 12.304
H 0.442 2.553 11.732
H -0.948 3.191 10.814
H 1.285 1.453 9.578
H 1.203 3.173 9.426
H 0.382 1.375 6.850
H 0.683 3.178 7.048
H -0.833 2.567 6.682
C 8.635 -9.488 -9.896
O 7.603 -8.501 -10.066
C 6.529 -9.009 -10.934
C 5.608 -9.996 -10.203
N 5.228 -9.335 -8.934
H 6.002 -9.209 -8.297
H 4.954 -8.368 -9.024
C 4.171 -10.176 -8.197
C 3.806 -9.438 -6.941
O 3.461 -8.116 -7.358
C 2.853 -7.264 -6.388
H 9.403 -9.163 -9.194
H 9.137 -9.901 -10.771
H 8.295 -10.311 -9.267
H 6.958 -9.431 -11.842
H 6.008 -8.128 -11.310
H 5.868 -11.044 -10.052
H 4.805 -10.105 -10.932
H 4.614 -11.158 -8.030
H 3.387 -10.243 -8.951
H 4.625 -9.521 -6.227
H 2.910 -9.885 -6.511
H 1.804 -7.478 -6.184
H 3.000 -6.239 -6.728
H 3.452 -7.399 -5.487
C -2.236 10.550 -3.606
O -0.897 10.516 -3.233
C -0.050 11.229 -4.057
C 1.438 10.945 -3.650
N 1.772 9.454 -3.444
H 1.626 9.000 -4.334
H 2.780 9.499 -3.402
C 1.194 8.757 -2.244
C 1.874 7.387 -2.002
O 3.215 7.748 -1.823
C 4.068 6.619 -1.918
H -2.690 11.486 -3.280
H -2.865 9.700 -3.340
H -2.333 10.522 -4.691
H -0.225 12.304 -4.044
H 0.042 10.980 -5.115
H 1.780 11.570 -2.825
H 2.056 11.170 -4.520
H 0.133 8.561 -2.395
H 1.301 9.454 -1.413
H 1.614 6.724 -2.828
H 1.431 6.916 -1.125
H 3.897 6.077 -0.988
H 5.101 6.808 -2.210
H 3.792 5.936 -2.722
```

Values from the calculation:
Orbital gap ... 2.31 eV
Net charge ... +4
LUMO ... -0.2304 Eh
E_HOMO ... -0.315 Eh
Relative energy (zero: lowest compared OMol25 entry of this formula, charge and spin) ... 231.1 kcal per mole